Entry 1:
18
Properties=species:S:1:pos:R:3 method="wB97M-V/def2-TZVPD" e_homo_ev="0.3 / -3.0" total_charge=-1 spin_multiplicity=2 gap_ev="3.76 / 6.92"
C -2.56368 -0.73403 -0.33021
C -1.39441 -0.00338 0.34410
N -0.13477 -0.53033 -0.13762
C 2.29536 -0.57254 -0.06486
C 1.03430 0.19375 0.37240
C 1.14044 1.66390 0.03404
O 0.89248 2.60807 0.88148
H -2.84655 -0.23744 -1.27027
H -3.41059 -0.83671 0.34259
H -2.22239 -1.74345 -0.57676
H -1.46121 -0.14822 1.42175
H -1.46075 1.06553 0.12570
H -0.18020 -0.50151 -1.15209
H 2.15296 -1.64696 0.08005
H 2.50905 -0.37464 -1.11525
H 3.12972 -0.23531 0.54729
H 1.00489 0.15443 1.46981
H 1.51536 1.87886 -0.97214


Entry 2:
9
Properties=species:S:1:pos:R:3 method="wB97M-V/def2-TZVPD" e_homo_ev="-9.1 / -9.2" total_charge=0 gap_ev="7.49 / 8.10"
C -2.15020 1.39850 -1.30048
C -1.10607 1.69853 -0.51198
C -0.34824 -0.79537 0.00994
N -3.11294 0.84608 -1.61775
P -0.19490 3.07285 -0.24556
H 0.34064 -0.89918 -0.82445
H -0.00082 -0.68686 1.05040
H -1.32071 -1.09444 -0.23189
H 0.53855 2.41626 0.95340


Entry 3:
11
Properties=species:S:1:pos:R:3 method="wB97M-V/def2-TZVPD" e_homo_ev=-9.3 total_charge=0 gap_ev=9.67
C -0.35041 -0.96808 -0.74854
C -0.52704 -0.87243 0.74812
C 0.55217 -0.09094 0.08979
N -0.07728 1.98903 0.06362
Cl 2.28324 -0.15132 0.14330
H -0.03748 -1.93875 -1.22886
H -1.12428 -0.49418 -1.53191
H -1.30203 -0.30793 1.02063
H -0.24236 -1.67745 1.28751
H 0.46983 2.23401 -0.77667
H 0.35564 2.27802 0.93302


Entry 4:
68
Properties=species:S:1:pos:R:3 method="wB97M-V/def2-TZVPD" e_homo_ev=-9.2 total_charge=0 gap_ev=9.62 smiles=CC(C)O.CC(C)O.CC(C)O.CC(C)O.OCCO.OCCO
C -3.61179 -3.90666 1.06201
C -2.46279 -3.03766 0.51901
C -2.53279 -2.35366 -0.80999
O -2.12279 -2.06866 1.50001
H -4.01779 -4.83066 0.36201
H -4.41779 -3.45366 1.47601
H -3.40079 -4.36366 2.01701
H -1.47579 -3.62766 0.56901
H -3.45479 -1.70966 -0.75099
H -2.68979 -3.04166 -1.58099
H -1.60979 -1.70866 -0.73299
H -1.13279 -2.01966 1.67601
C -3.01179 2.91834 -0.51699
C -3.02479 1.96134 0.61401
C -2.08879 2.35734 1.78401
O -4.29279 1.90434 1.10801
H -3.20679 3.97134 -0.08299
H -3.51279 2.79334 -1.35199
H -1.97479 2.80834 -0.97399
H -2.63379 1.03934 0.33001
H -2.17179 1.54834 2.47601
H -2.55879 3.07634 2.23101
H -1.17079 2.58734 1.31601
H -4.65779 0.99634 1.49601
C 2.39621 6.08934 -1.35899
C 1.82121 4.69934 -1.10299
C 1.38221 3.98034 -2.47199
O 2.85521 3.79534 -0.59299
H 3.23221 6.07834 -2.18799
H 2.96121 6.52834 -0.62599
H 1.66021 6.84734 -1.69499
H 1.02121 4.52034 -0.30799
H 0.86821 2.99734 -2.28899
H 2.30221 3.92134 -3.23099
H 0.56121 4.50934 -3.08399
H 2.38721 3.02034 -0.33599
C 0.78521 -1.27066 -3.25899
C 2.18721 -1.09166 -3.75699
C 2.34921 -0.74666 -5.25799
O 2.73821 -0.05466 -2.96099
H 0.40521 -2.05566 -3.82799
H 0.28821 -0.49566 -3.31299
H 0.59821 -1.71166 -2.24499
H 2.86021 -1.83366 -3.67299
H 3.37621 -0.43066 -5.42199
H 1.68021 -0.04266 -5.43299
H 1.93921 -1.70266 -5.85099
H 3.70521 -0.21266 -3.24199
O 0.77221 -4.92866 5.61901
C 0.22021 -3.72566 5.26101
C 1.18221 -2.91866 4.31301
O 0.62321 -1.66266 3.99101
H 1.57921 -4.68466 6.12701
H -0.64079 -4.08466 4.60901
H 0.06021 -3.09966 6.04301
H 1.27821 -3.60766 3.70801
H 2.16221 -2.82966 4.84401
H 0.48321 -1.15366 4.70101
O 1.79821 1.09634 -0.42999
C 0.92621 0.20734 0.31701
C 1.62921 -1.04966 0.57601
O 0.75421 -1.86066 1.35801
H 2.22521 0.54034 -1.33499
H 0.43121 0.74234 1.15901
H 0.15421 0.11334 -0.42799
H 2.43021 -0.73766 1.29001
H 1.81421 -1.67566 -0.24899
H 0.99121 -1.85866 2.31601


Entry 5:
13
Properties=species:S:1:pos:R:3 method="wB97M-V/def2-TZVPD" e_homo_ev=-10.1 total_charge=0 gap_ev=11.13 smiles="C[C@H]1CN=CO1"
C 1.64517 0.26725 0.06320
C 0.18652 0.18418 -0.50203
C -0.36408 -0.93754 0.29511
N -2.00796 -0.73817 0.21049
C -2.07014 0.49981 -0.02343
O -0.72733 1.24175 -0.25085
H 2.20382 0.88340 -0.62680
H 1.64752 0.70965 1.06545
H 2.18533 -0.70651 0.13381
H 0.24282 -0.02573 -1.59023
H 0.09884 -1.88982 -0.02068
H -0.17747 -0.74502 1.35784
H -2.86303 1.25673 -0.11188


Entry 6:
68
Properties=species:S:1:pos:R:3 method="wB97M-V/def2-TZVPD" e_homo_ev=-8.9 total_charge=0 gap_ev=9.05
C 14.53999 -20.11604 6.84069
C 14.95088 -19.23693 5.74170
N 15.22478 -18.58080 4.83929
H 13.52004 -19.79205 7.05502
H 15.34418 -20.16642 7.56678
H 14.40427 -21.13077 6.45519
C 10.11084 -13.54557 1.52844
C 9.47679 -12.34279 2.03995
N 8.96165 -11.43295 2.50096
H 10.45083 -14.11193 2.39196
H 10.98768 -13.28057 0.93800
H 9.42390 -14.06659 0.86616
C 8.36503 -20.95060 0.05308
C 7.78065 -22.10743 0.77264
N 7.32538 -23.00121 1.32172
H 7.53918 -20.35718 -0.32396
H 8.96880 -21.32468 -0.76663
H 9.01748 -20.42296 0.74168
C 11.63937 -14.30640 -1.90570
S 11.76363 -15.05082 -3.54781
O 10.67499 -14.52036 -4.44100
C 13.25377 -14.12461 -4.04745
H 12.44725 -14.69761 -1.28290
H 10.72608 -14.62923 -1.41136
H 11.74051 -13.22200 -1.95086
H 13.93130 -14.12063 -3.19820
H 12.92155 -13.11182 -4.26712
H 13.57647 -14.66363 -4.93209
C 10.83277 -18.83886 4.80288
S 10.33718 -18.98923 6.54034
O 11.49281 -18.56275 7.39991
C 9.10173 -17.65951 6.52990
H 11.75805 -19.38958 4.62176
H 11.01668 -17.79460 4.55099
H 10.11971 -19.29263 4.11321
H 8.62390 -17.69218 7.50672
H 8.40725 -17.76679 5.69905
H 9.56202 -16.67219 6.44290
C 16.01730 -14.74894 0.71356
S 16.06537 -14.21536 -1.01856
O 15.97419 -15.50587 -1.78799
C 17.83342 -13.82630 -1.03972
H 16.92990 -15.26963 0.98089
H 15.17402 -15.43703 0.75302
H 15.71420 -13.88656 1.30904
H 18.32497 -14.69842 -0.62009
H 18.01356 -12.98958 -0.35050
H 18.18590 -13.43209 -1.98792
C 8.85308 -19.61823 -3.85403
C 9.99793 -19.22221 -2.97380
O 9.86063 -19.22043 -1.76682
C 11.24635 -18.70596 -3.59495
H 9.21380 -19.78287 -4.87724
H 8.19550 -18.77057 -4.07097
H 8.34008 -20.48905 -3.46138
H 11.89526 -18.45627 -2.75561
H 10.91883 -17.76807 -4.05348
H 11.74636 -19.39312 -4.27131
C 13.11487 -17.18542 2.49595
C 12.12477 -16.95382 1.41467
O 11.92281 -15.84699 0.94990
C 11.38409 -18.14782 0.86460
H 13.22407 -18.23938 2.74214
H 12.88889 -16.71515 3.45658
H 14.03951 -16.70418 2.17986
H 12.05131 -18.93391 0.51856
H 10.65827 -17.86117 0.11235
H 10.81389 -18.50725 1.73295


Going through the records in order, we get energy relative to the best compared isomer or geometry (same formula, charge and spin) values of 14.1; 100.8; 80.6; 195.0; 53.5; 0.0 kcal/mol.